DFT (ωB97M-V/def2-TZVPD) results for a single C8H16N2S molecule in a non-equilibrium geometry.

The calculation puts the HOMO-LUMO gap (alpha / beta) at 8.2324 / 8.8994 eV. The value obtained for the energy relative to the best compared isomer or geometry (same formula, charge and spin) is 396.0 kJ/mol. The value obtained for the maximum force is 5.4 eV/A. As for the net charge: 0. The calculation puts the total energy at -22366.08090 eV.

Structure (XYZ):
```
27
C8H16N2S | the OMol25 dataset | ωB97M-V/def2-TZVPD
C 1.66 1.01 -0.37
C 0.94 -0.06 -1.10
C -0.49 1.41 1.00
C 0.62 2.02 0.24
C -1.00 0.00 0.54
C -0.04 -0.98 -0.28
C 0.89 -1.80 0.61
C -0.79 -2.07 -1.13
N -2.85 1.83 0.00
N 0.41 3.05 -0.73
S -2.68 0.25 -0.31
H 2.37 0.52 0.40
H 2.34 1.54 -1.01
H 0.29 0.46 -1.80
H 1.66 -0.70 -1.56
H -0.27 1.26 2.12
H -1.24 2.12 1.00
H 1.13 2.71 0.83
H -1.27 -0.56 1.51
H 1.47 -2.54 -0.03
H 0.25 -2.39 1.33
H 1.57 -1.24 1.24
H -0.05 -2.76 -1.35
H -1.44 -1.69 -2.16
H -1.57 -2.39 -0.53
H -3.71 2.25 -0.41
H -0.48 3.56 -0.56
```

The molecule's Löwdin atomic charges, reported in e, are given here:
1 C -0.153
2 C -0.176
3 C -0.183
4 C -0.434
5 C -0.404
6 C -0.533
7 C -0.076
8 C -0.071
9 N -0.402
10 N 0.145
11 S 0.874
12 H 0.130
13 H 0.097
14 H 0.121
15 H 0.111
16 H 0.148
17 H 0.028
18 H 0.116
19 H 0.118
20 H 0.107
21 H 0.098
22 H 0.070
23 H 0.042
24 H 0.149
25 H 0.026
26 H 0.003
27 H 0.051